(1)
Density functional theory data (ωB97M-V/def2-TZVPD) for a cluster of 2 separate species, C2H9N2O in total in a non-equilibrium geometry.

Computed properties:
Frontier orbital gap (spin up / spin down) = 11.35 / 6.12 eV
2S+1 = 2
⟨S²⟩ = 0.7541
ΔE to the lowest compared entry with this formula, charge and spin = 139.7 kJ/mol
Net charge = +2
LUMO energy (spin up / spin down) = -0.313 / -0.504 Ha

Structure (XYZ):
```
14
Properties=species:S:1:pos:R:3:forces:R:3
O -0.94527 -1.29248 0.08152 0.7 0.9 0.0
C -0.28626 -0.90645 -0.84987 -0.7 -1.2 -0.5
C 0.94155 0.01402 -0.78058 -1.8 0.5 -1.1
N 1.87234 -0.24536 -1.85548 2.4 -0.4 3.6
H -0.61157 -1.20650 -1.86025 0.3 0.1 -0.1
H 0.52579 1.02394 -0.90612 0.3 0.1 0.0
H 1.40745 -0.01252 0.22003 0.6 -0.3 -0.3
H 2.68491 0.39469 -1.85416 -0.6 0.8 -1.1
H 2.34872 -1.15804 -1.73673 -0.8 -0.5 -1.2
N -1.60418 0.66897 1.91691 0.5 0.0 -0.5
H -0.81483 0.74807 2.56338 -0.2 0.0 0.2
H -1.39596 -0.12184 1.24589 -0.5 0.2 0.8
H -2.47605 0.55786 2.44021 0.0 -0.2 0.0
H -1.64666 1.53564 1.37525 -0.2 0.1 0.2
```
Positions in Å, forces in eV/Å.

=====

(2)
Density functional theory data (ωB97M-V/def2-TZVPD) for the molecule C2H9N2OP in a non-equilibrium geometry.

Computed properties:
Frontier orbital gap = 10.59 eV
SMILES string = CP(C)(=O)NN
ΔE to the lowest compared entry with this formula, charge and spin = 136.6 kJ/mol
Net charge = 0
LUMO energy = 0.031 Ha

Structure (XYZ):
```
15
Properties=species:S:1:pos:R:3:forces:R:3
C -1.42022 -0.08936 -1.40831 0.3 -0.3 0.1
P -0.08342 -0.55563 -0.22066 -3.0 -0.3 -0.3
C -0.67079 0.01200 1.39502 -1.3 2.1 -1.3
O 0.26971 -1.98551 -0.25280 0.6 -0.1 0.2
N 1.13060 0.50101 -0.61020 3.5 -1.3 1.5
N 2.10950 0.30059 0.67154 -0.2 3.9 -2.4
H -1.13847 -0.48286 -2.36955 0.3 -0.5 -0.4
H -2.48151 -0.45719 -1.25800 1.4 0.8 0.4
H -1.25519 0.97729 -1.54350 -0.9 0.4 0.1
H 0.12372 -0.09416 2.09073 0.4 -0.2 0.9
H -0.94308 1.16530 1.31775 0.5 -2.4 0.2
H -1.56653 -0.57732 1.60660 0.2 0.2 0.4
H 0.86588 1.44010 -0.56436 -0.5 1.7 0.1
H 3.11213 0.48261 0.40158 -1.7 -0.5 -0.3
H 1.94765 -0.63686 0.74418 0.5 -3.5 0.7
```
Positions in Å, forces in eV/Å.